93
Properties=species:S:1:pos:R:3:forces:R:3 method="wB97M-V/def2-TZVPD" homo_lumo_gap_ev=2.59 e_homo_ev=-7.7 total_charge=0 mol_weight_g_mol=837.0 e_above_lowest_kcal_mol=127.2
Cd 0.311827 2.191961 2.356898 0.1 -0.2 -0.1
C 0.761897 1.168561 -3.275512 -0.1 -1.5 -0.3
F 1.139257 0.909921 -4.560362 -0.4 1.2 1.3
F 0.075657 2.304961 -3.123402 0.4 -0.7 -0.7
F -0.023423 0.131201 -2.941702 0.2 0.7 0.2
S 2.301187 1.260411 -2.173862 3.9 2.8 0.7
O 3.453177 0.709001 -2.956132 -3.0 0.5 1.7
O 2.538987 2.727961 -1.938932 -1.7 -3.3 0.1
N 1.886887 0.438621 -0.608742 1.1 1.1 -3.6
S 2.467077 -1.027089 -0.876192 0.2 -3.8 0.2
O 2.125707 -1.946919 0.200018 0.2 1.5 0.2
O 2.219137 -1.639409 -2.179502 0.2 1.3 0.8
C 4.421927 -0.948309 -0.762172 -0.2 -1.0 0.0
F 4.939647 -1.851459 0.145338 -0.9 0.8 -1.1
F 4.902177 -1.265959 -1.978462 0.2 0.2 1.1
F 4.865547 0.237261 -0.369012 0.0 0.2 -0.3
C -3.861603 -3.027809 1.679728 0.3 0.5 0.2
C -4.967213 -2.638869 2.691268 -0.7 -2.4 -0.2
C -5.444853 -3.960349 3.412328 0.4 0.0 0.4
C -6.354743 -3.838729 4.644488 0.9 0.0 0.0
C -5.737573 -2.885569 5.666928 -0.6 0.7 -0.3
C -5.222493 -1.473719 5.067868 1.1 -1.3 2.7
N -4.529383 -1.639369 3.755708 2.0 5.4 -3.6
O -3.792823 -0.483019 3.256548 -3.7 -6.1 2.8
C -4.216503 -0.929779 6.160538 0.3 -0.1 -0.8
C -6.416493 -0.535269 4.980888 -0.4 -0.4 -1.5
C -6.243353 -2.304659 1.890408 -1.1 2.2 0.0
H -2.950573 -3.435629 2.117678 0.1 0.5 0.4
H -3.631813 -2.192969 1.017658 0.2 0.0 0.2
H -4.140353 -3.851939 1.023068 -0.8 0.1 0.1
H -4.547063 -4.511109 3.692908 0.1 -0.1 0.3
H -5.945343 -4.588669 2.675558 0.2 0.2 -0.2
H -6.449313 -4.842089 5.059748 0.2 0.0 0.2
H -7.398693 -3.565889 4.490118 0.1 0.3 -0.7
H -5.040343 -3.324779 6.380418 0.6 -0.2 -0.7
H -6.570873 -2.669759 6.335618 0.0 0.7 0.1
H -3.200623 -1.305149 6.037348 -0.1 -0.3 -0.3
H -4.524193 -1.272969 7.148288 -0.3 0.2 -0.1
H -4.084683 0.152221 6.158888 -0.4 0.0 -0.1
H -6.123963 0.350301 4.416698 -0.2 0.2 0.3
H -6.898433 -0.333119 5.937428 0.6 0.1 0.1
H -7.164613 -1.070159 4.395828 -0.3 0.3 -0.1
H -6.791883 -3.137589 1.450598 0.7 -0.4 0.2
H -6.169353 -1.576719 1.082488 0.7 0.1 0.0
H -6.991793 -1.833079 2.527228 0.0 -0.1 0.3
O -3.465083 2.371081 -7.886862 -0.1 0.1 0.3
H -3.988553 2.510321 -8.676052 -0.2 0.1 -0.2
H -2.741513 1.814111 -8.174002 0.2 -0.2 0.0
O 8.423937 1.748001 -3.401852 0.3 -0.1 0.1
H 7.513247 1.826881 -3.117862 -0.3 -0.1 0.2
H 8.461657 2.234961 -4.225072 0.0 0.1 -0.2
O -1.241203 8.233111 -4.037082 0.0 0.1 -0.2
H -1.833473 7.620791 -3.600602 -0.2 -0.2 0.1
H -0.710163 8.598881 -3.329652 0.2 0.1 0.1
O -4.266693 6.091411 -1.953362 0.3 0.2 0.1
H -4.537003 5.648291 -2.757612 0.0 -0.1 -0.3
H -4.905053 5.809841 -1.298042 -0.2 0.0 0.2
O -5.603873 1.191691 -4.497692 -0.2 0.1 0.2
H -5.412373 0.264821 -4.354672 0.1 -0.2 0.1
H -5.191873 1.395081 -5.337402 0.2 0.1 -0.3
O -1.625603 6.180541 -8.639062 -0.1 0.2 0.0
H -0.980853 5.921881 -9.297562 0.2 0.0 -0.2
H -1.904863 5.356541 -8.239982 -0.1 -0.2 0.2
O 6.255797 -0.757649 -7.065452 0.1 -0.1 -0.2
H 6.632987 0.121671 -7.038252 0.1 0.2 0.0
H 5.679107 -0.795119 -6.302392 -0.2 -0.1 0.3
O 3.973527 7.841771 -3.855722 -0.1 0.2 0.0
H 3.873827 7.249031 -3.110772 -0.1 -0.2 0.2
H 4.692907 7.468351 -4.364922 0.2 -0.1 -0.2
O 8.721937 -5.426099 -2.671872 0.1 0.1 -0.2
H 7.801987 -5.582569 -2.458682 -0.3 0.0 0.0
H 9.208537 -5.927959 -2.017972 0.2 -0.1 0.2
O 1.328067 0.137041 4.850958 -0.2 0.4 -0.1
H 2.171787 0.070821 5.298158 0.3 0.0 0.1
H 0.876147 -0.678029 5.069248 -0.1 -0.3 -0.1
O 3.296067 3.661131 2.642198 -0.4 0.0 0.1
H 3.805947 3.177941 3.292418 0.1 -0.2 0.2
H 3.950597 4.127311 2.122088 0.1 0.1 -0.3
O -0.861963 4.999681 0.568778 0.0 -0.2 0.3
H -1.683573 5.209101 0.124558 -0.3 0.0 -0.2
H -0.286283 5.737911 0.369168 0.2 0.1 -0.1
O 10.747917 -1.417739 1.900218 -0.1 0.0 0.3
H 10.385787 -1.252349 1.029738 -0.1 0.0 -0.3
H 11.693777 -1.321949 1.788818 0.2 0.0 0.0
O -0.867063 -3.636509 4.765088 0.0 0.1 0.3
H -0.897433 -4.472629 4.300108 0.1 -0.3 -0.1
H -1.658723 -3.177179 4.484878 -0.2 0.2 -0.1
O 10.688757 -1.361919 -2.308662 0.2 0.0 0.2
H 10.295667 -0.580919 -2.698212 -0.2 0.3 -0.1
H 10.364917 -2.086169 -2.844222 -0.1 -0.3 -0.1
O 3.728617 -7.563039 2.651778 0.0 0.0 0.2
H 3.699377 -8.370519 2.138598 0.0 -0.2 -0.1
H 3.414617 -6.886149 2.052228 0.0 0.3 -0.1